49
Properties=species:S:1:pos:R:3:forces:R:3 method="wB97M-V/def2-TZVPD" homo_lumo_gap_ha=0.2700 charge=-1 energy_ev=-108019.1006
Tl -1.512660 0.530886 -0.071203 -0.33 0.05 -0.23
C -5.003740 -0.897355 2.473023 -0.04 0.24 -0.11
C -4.145801 0.337847 2.667350 -0.28 -0.29 0.06
O -4.395691 1.420647 2.185523 -0.14 0.21 -0.12
N -3.087763 0.127087 3.487658 0.38 -0.19 0.30
C -1.992233 1.069453 3.619669 -0.07 0.20 -0.02
C -0.705626 0.298714 3.499141 0.07 -0.03 0.26
C -0.028239 -0.139724 4.631199 -0.06 0.07 -0.07
C 1.061637 -0.982087 4.474094 -0.03 -0.04 -0.18
C 1.446206 -1.334590 3.191083 0.05 0.12 0.24
C 0.731659 -0.823220 2.117095 0.20 -0.13 -0.08
N -0.326924 -0.042074 2.270850 -0.05 0.10 0.18
H -5.527398 -0.821811 1.525166 -0.01 0.04 -0.03
H -5.739330 -0.945679 3.276247 -0.02 -0.05 0.02
H -4.396149 -1.798500 2.478540 -0.02 -0.11 0.01
H -2.906627 -0.811176 3.810389 -0.07 0.08 -0.16
H -2.045415 1.593284 4.582447 0.06 0.00 -0.16
H -2.091714 1.794563 2.806009 0.03 -0.05 0.18
H -0.362166 0.169732 5.612281 -0.03 0.00 0.04
H 1.582946 -1.368700 5.339554 0.07 0.02 0.02
H 2.292890 -1.980617 3.021551 0.05 -0.09 -0.06
H 0.973588 -1.065661 1.092864 0.10 -0.10 -0.10
C 0.595981 1.654109 -0.498709 -0.10 -0.07 0.03
C 1.748011 1.887533 -0.830168 -0.50 0.10 0.10
C 3.114564 2.042112 -1.167906 0.47 -0.08 -0.05
C 3.599643 3.069687 -1.983939 -0.21 0.00 0.07
C 4.940390 3.131790 -2.308899 0.21 0.06 -0.13
C 5.829609 2.181282 -1.834847 0.13 0.00 0.00
C 5.364340 1.169149 -1.008865 0.26 -0.08 -0.02
C 4.028529 1.099639 -0.678513 -0.07 -0.01 0.05
H 2.916657 3.818201 -2.364153 -0.07 -0.05 0.02
H 5.302792 3.923273 -2.951620 -0.02 0.07 -0.03
H 6.876729 2.224279 -2.106858 0.01 0.03 0.00
H 6.054494 0.423561 -0.632488 -0.02 -0.02 0.02
H 3.660363 0.308114 -0.039249 -0.03 -0.01 -0.03
Br -2.014900 -4.415647 -3.318657 -0.31 -0.03 -0.21
C -1.703427 -2.573385 -3.685259 -0.03 -0.23 0.01
C -2.260398 -2.052728 -4.841866 0.01 -0.02 -0.01
C -2.010968 -0.732171 -5.171419 -0.09 0.08 -0.07
C -1.245036 0.060050 -4.332252 0.05 0.08 -0.01
C -0.729278 -0.467553 -3.161325 0.11 -0.05 -0.11
C -0.943989 -1.799393 -2.823093 0.16 -0.27 0.39
C -0.318015 -2.378973 -1.537258 -0.08 -0.13 -0.62
O 0.150648 -3.509932 -1.605275 0.31 -0.21 0.01
O -0.339896 -1.625362 -0.533311 -0.05 0.69 0.60
H -2.876424 -2.675526 -5.475847 0.04 -0.04 -0.01
H -2.414962 -0.323789 -6.087647 -0.06 0.03 -0.04
H -1.046211 1.090751 -4.589262 0.02 0.08 -0.02
H -0.100699 0.139912 -2.521848 0.01 0.04 0.08

45
Properties=species:S:1:pos:R:3:forces:R:3 method="wB97M-V/def2-TZVPD" s2=1.02 homo_lumo_gap_ha="0.2300 / 0.2111" charge=-1 energy_ev=-67337.9746 relative_energy_kcal_mol=2.8 spin_multiplicity=2
Mn -0.198200 0.118200 -0.258700 0.11 0.08 0.23
N -0.419700 0.418200 2.164500 0.11 -0.29 -0.23
C -1.011200 1.764900 2.281600 0.15 0.36 0.11
C -0.102100 2.703500 1.458300 -0.49 -0.42 -0.56
O 0.416400 3.687100 1.993100 0.19 0.44 0.57
N 0.048800 2.259900 0.221100 -0.64 -0.80 -0.26
C 1.208700 2.724000 -0.495900 0.50 -0.47 0.15
C 2.245300 1.549700 -0.473800 -0.45 1.56 -0.16
O 3.440100 1.762800 -0.588600 0.48 -0.01 -0.14
O 1.710100 0.402000 -0.321900 0.16 -1.29 0.37
H -0.893200 -0.228500 2.792800 0.16 0.02 -0.12
H 0.553300 0.473900 2.471200 -0.19 -0.08 -0.13
H -1.050800 2.120500 3.322300 0.01 -0.04 -0.27
H -2.021300 1.741600 1.863300 0.05 0.00 0.02
H 1.657400 3.609300 -0.033000 -0.04 -0.11 -0.20
H 0.959600 2.921300 -1.544200 0.07 0.07 0.02
F 1.375600 -0.031100 -5.520600 -0.56 -0.02 0.39
C 0.357300 -0.040300 -4.603800 0.42 -0.05 0.80
C 0.651100 -0.034000 -3.240400 0.33 -0.03 -1.15
C -0.364100 -0.018700 -2.298800 -1.04 0.38 0.90
C -1.732100 -0.047100 -2.751500 1.43 0.11 -1.31
C -1.958800 -0.080400 -4.140500 -0.15 -0.03 0.68
F -3.233300 -0.165900 -4.641700 0.25 0.08 0.11
C -0.943000 -0.066400 -5.068300 -0.11 0.00 -0.37
C -2.730600 -0.083200 -1.732700 -0.06 -0.40 2.38
C -4.117400 0.074000 -1.898900 0.25 0.00 -0.41
C -4.986200 -0.085200 -0.852200 0.64 -0.37 1.51
C -4.449300 -0.429800 0.417700 -1.02 0.28 -1.19
C -3.090300 -0.494100 0.548500 0.73 -0.26 0.01
N -2.201700 -0.305100 -0.441800 -1.25 0.61 -1.40
H 1.692700 -0.036100 -2.947700 0.06 0.08 0.13
H -1.161500 -0.087000 -6.123900 -0.05 -0.02 -0.09
H -4.502400 0.323600 -2.874700 0.08 -0.02 -0.06
H -6.051000 0.044400 -0.971100 -0.08 -0.01 -0.11
H -5.094100 -0.635400 1.259600 0.02 0.07 0.06
H -2.667300 -0.746600 1.516200 0.09 0.16 -0.06
C 2.571000 -2.658200 -0.239600 -0.41 0.13 0.14
C 1.450300 -2.929200 0.750300 0.50 -0.12 0.11
O 0.254800 -2.328400 0.266700 -0.51 0.33 -0.29
H 3.527900 -2.941400 0.190600 0.13 -0.04 0.05
H 2.570800 -1.592200 -0.464000 0.15 0.06 0.01
H 2.416700 -3.209700 -1.162700 -0.05 -0.11 -0.11
H 1.712700 -2.500400 1.730700 -0.08 -0.09 -0.15
H 1.296100 -4.011500 0.869700 -0.02 0.15 0.07
H -0.515100 -2.752700 0.659500 0.12 0.09 -0.03

30
Properties=species:S:1:pos:R:3:forces:R:3 method="wB97M-V/def2-TZVPD" homo_lumo_gap_ha=0.3815 charge=0 energy_ev=-16891.7702 relative_energy_kcal_mol=0.0
B -0.669290 1.108087 -0.536719 -0.51 0.09 -0.23
C -2.701761 2.658123 -0.062905 -0.09 0.56 0.26
C -3.920674 -0.628123 -0.652640 -0.28 -0.41 0.00
C -3.033514 0.047115 0.027589 1.81 3.30 -2.06
C 0.982083 0.293175 0.991201 0.52 -0.31 -0.03
C 1.391958 0.280458 -1.453560 0.54 -0.32 0.11
C 2.021095 0.621356 -0.092343 -0.28 0.14 -0.02
C -4.636290 -1.825339 -0.104073 0.02 0.11 -0.01
C 3.277261 -0.215515 0.124692 -0.32 0.06 -0.05
C 2.357151 2.114498 -0.036310 -0.15 -0.27 -0.02
C -2.154133 1.588738 -0.798593 -1.14 -3.99 1.38
N -3.151440 3.528451 0.532195 -0.20 0.42 0.31
O -0.268198 0.898393 0.743052 -0.27 0.29 0.11
O 0.095489 0.816558 -1.619400 -0.23 0.20 -0.14
H -4.189384 -0.348138 -1.661116 0.08 0.16 -0.15
H -2.664876 -0.083006 1.021035 0.08 -0.12 0.43
H 0.832917 -0.793951 1.048136 0.06 0.09 0.03
H 1.323139 0.645662 1.969352 0.02 -0.06 -0.09
H 2.006286 0.682636 -2.267363 -0.01 -0.11 0.13
H 1.329064 -0.809864 -1.575855 0.05 0.13 0.01
H -4.498949 -2.674600 -0.772125 -0.04 -0.10 0.02
H -4.265764 -2.084537 0.884554 -0.02 -0.06 0.06
H -5.703825 -1.617595 -0.037444 -0.08 -0.08 0.01
H 4.011234 -0.001726 -0.648207 0.14 0.02 -0.06
H 3.048405 -1.279539 0.096079 0.01 -0.12 0.00
H 3.716672 0.012672 1.092831 0.11 0.03 0.09
H 3.085331 2.366748 -0.803035 0.08 0.07 -0.09
H 2.771402 2.372144 0.935667 0.05 0.07 0.10
H 1.462053 2.711518 -0.196203 0.00 0.17 -0.01
H -2.484435 1.571602 -1.830830 0.06 0.02 -0.07

51
Properties=species:S:1:pos:R:3:forces:R:3 method="wB97M-V/def2-TZVPD" homo_lumo_gap_ha=0.3142 charge=+1 energy_ev=-31841.4841 relative_energy_kcal_mol=0.0
C -3.613036 -3.225186 3.154095 -0.35 0.57 -0.07
C -2.786378 -1.927625 2.809783 0.23 -1.63 -0.74
C -2.206351 -2.146290 1.364717 -0.26 0.47 0.52
C -1.117570 -1.101092 0.991146 -1.35 -0.01 1.06
C -1.661961 0.313772 0.708274 0.66 0.07 -0.07
N -0.298619 -1.668555 -0.163157 0.49 0.16 1.06
O -0.373534 -0.935370 -1.334793 -0.34 -0.09 -0.53
C -1.057725 -1.649929 -2.382016 0.07 -0.72 -2.09
C -0.253978 -2.880654 -2.957908 -1.09 0.16 1.55
H -4.686273 -2.975777 3.134627 0.37 -0.30 0.18
H -3.347066 -3.644707 4.136049 -0.20 0.31 -0.31
H -3.462973 -4.030617 2.414858 0.03 0.38 0.24
H -3.419969 -1.031880 2.833857 0.36 -0.23 0.23
H -1.952457 -1.891061 3.531492 -0.30 0.48 -0.33
H -3.050545 -2.116757 0.648863 0.40 0.02 0.15
H -1.818894 -3.187968 1.366410 0.16 0.59 -0.16
H -0.442997 -1.042456 1.866779 0.02 -0.02 -0.64
H -0.819295 0.989730 0.459890 -0.59 -0.36 0.10
H -2.416277 0.359071 -0.091018 0.26 -0.24 0.27
H -2.108614 0.705747 1.637882 0.17 -0.32 -0.36
H -0.573680 -2.653621 -0.262066 0.10 0.11 -0.45
H 0.687678 -1.653182 0.125781 -0.05 -0.11 -0.31
H -2.091355 -1.938607 -2.121865 0.48 0.24 0.46
H -1.149676 -0.930208 -3.212251 0.04 0.10 0.73
H -0.962335 -3.727354 -2.980414 0.45 0.24 -0.29
H 0.512340 -3.137832 -2.204384 0.11 -0.03 -0.77
H 0.154564 -2.704618 -3.957447 0.09 0.02 0.46
C 5.522788 -0.938079 -3.380367 -0.02 -0.25 0.08
C 4.915315 -1.988233 -2.828674 0.13 0.02 -0.07
C 3.538084 -1.884264 -2.302409 0.09 -0.15 0.00
O 2.977807 -2.839403 -1.792599 -0.12 0.11 0.13
C 2.858727 -0.579177 -2.414236 0.04 0.22 -0.05
C 3.461110 0.473242 -2.963753 -0.26 -0.06 0.12
C 4.842535 0.373120 -3.490253 0.21 0.15 -0.14
O 5.391366 1.327435 -3.992274 -0.06 -0.03 0.04
H 6.531044 -0.992164 -3.770139 0.00 0.04 -0.01
H 5.395752 -2.954073 -2.739004 -0.03 -0.01 0.02
H 1.851496 -0.532097 -2.024332 -0.04 0.05 -0.02
H 2.977504 1.437900 -3.052598 0.05 0.02 -0.02
C 0.343606 4.878548 0.946109 -0.01 0.15 -0.04
C -0.146835 6.058547 1.322356 0.15 -0.14 -0.18
C -1.024949 6.180882 2.508199 -0.07 0.26 0.06
O -1.473349 7.251338 2.850567 0.01 -0.06 -0.01
C -1.335546 4.943220 3.260374 -0.02 -0.29 0.07
C -0.844202 3.764324 2.882640 -0.09 0.08 0.08
C 0.032641 3.643434 1.697548 0.10 -0.02 -0.01
O 0.483516 2.564782 1.353007 -0.02 0.04 0.02
H 0.986602 4.768721 0.082198 0.01 -0.03 0.01
H 0.070115 6.973186 0.785673 -0.02 0.02 0.03
H -1.977960 5.052542 4.124808 0.00 0.05 -0.01
H -1.060193 2.849294 3.419979 0.04 -0.01 0.00